1.
{"formula": "H4OSSi", "method": "wB97M-V/def2-TZVPD", "lumo_energy_ev": -0.527, "homo_energy_ha": -0.36367, "elements": ["O", "Si", "H", "H", "S", "H", "H"], "xyz": [[0.978, 1.861, 0.396], [1.557, 0.505, 0.123], [2.976, 0.434, -0.080], [0.865, -0.791, 0.087], [-2.131, -1.260, -0.346], [-3.076, -0.568, 0.238], [-1.170, -0.182, -0.417]], "lowdin_charge": [-0.4342, 0.6183, -0.0821, -0.0900, 0.4381, -0.2536, -0.1964]}



2.
{"formula": "H4P2S", "method": "wB97M-V/def2-TZVPD", "lumo_energy_ev": [-2.113, -1.572], "homo_energy_ha": [-0.31971, -0.33171], "elements": ["P", "P", "S", "H", "H", "H", "H"], "xyz": [[-2.248, 1.047, -0.046], [0.940, 1.302, 0.151], [1.088, -0.663, 0.087], [-3.581, 1.162, -0.409], [-2.113, -0.170, -0.682], [1.925, 1.549, -0.841], [-0.281, 1.634, -0.552]], "lowdin_charge": [0.6205, 0.2167, 0.0447, -0.2392, -0.2193, -0.1411, -0.2824]}



3.
{"formula": "H4S2", "method": "wB97M-V/def2-TZVPD", "spin_multiplicity": 2, "lumo_energy_ev": [3.185, 3.324], "charge": -1, "homo_energy_ha": [0.04261, -0.20440], "elements": ["S", "H", "H", "S", "H", "H"], "xyz": [[3.009, -0.879, 2.703], [2.463, 0.321, 2.988], [2.110, -1.611, 3.349], [-2.158, 0.245, -2.995], [-3.516, 0.379, -3.260], [-1.908, 1.544, -2.785]], "lowdin_charge": [0.2331, -0.2383, -0.2605, -0.1210, -0.2916, -0.3216]}



4.
{"formula": "H4S2", "method": "wB97M-V/def2-TZVPD", "lumo_energy_ev": 0.581, "homo_energy_ha": -0.36475, "elements": ["S", "H", "H", "S", "H", "H"], "xyz": [[-1.350, 1.002, 2.044], [-1.330, 1.841, 0.992], [-0.725, 0.033, 1.350], [1.361, -1.521, -1.604], [1.189, -0.382, -2.300], [0.856, -0.974, -0.483]], "lowdin_charge": [0.4736, -0.2196, -0.2542, 0.4742, -0.2186, -0.2553]}



What is the formula in the second record? H4P2S